a | ORCA calculation (ωB97M-V with the def2-TZVPD basis set) on one molecule with the formula C23H30N2O5.

Summary:
SMILES string: COc1ccc(NC(=O)[C@@H](NC(=O)OC(C)(C)C)[C@@H](C)OCc2ccccc2)cc1
Frontier orbital gap: 8.366 eV

Last column: natural (NBO) charge in e.
Cartesian coordinates (Å):
H: 2.8891 3.1003 -0.3546  0.166
O: -5.5486 -2.1310 -0.8847  -0.495
C: 3.5889 -2.7426 0.2154  0.274
C: -4.3086 -1.5921 -0.6973  0.280
H: 4.8965 -4.3928 -0.2497  0.214
N: 2.3929 0.4892 -0.7480  -0.624
H: 2.5599 3.9902 -2.6997  0.227
C: -2.2117 -1.2992 0.4337  -0.169
H: -1.6853 1.3155 3.4672  0.213
O: 1.7914 -0.7425 1.0504  -0.692
C: -0.5644 2.6268 2.2053  -0.219
H: 4.4144 -3.4425 2.0755  0.215
H: 1.4561 2.6502 -3.0167  0.252
H: 2.8416 0.4514 -1.6489  0.413
H: 3.1741 2.3343 -2.6619  0.194
H: 1.2977 1.5709 0.5937  0.240
C: 1.9739 2.9145 -0.9514  0.132
H: 5.0488 -1.8766 1.5490  0.212
C: -1.8122 -0.3530 -0.5028  0.115
H: 0.2931 2.6444 2.8644  0.210
C: 4.1557 -2.4946 1.6124  -0.644
H: 4.2238 -3.5791 -1.6700  0.216
N: -0.5612 0.2458 -0.3255  -0.627
C: -0.5426 3.3528 1.0226  -0.063
H: -5.3580 -3.9804 0.0386  0.174
H: -6.9977 -3.3823 -0.3139  0.200
C: 2.3179 2.9643 -2.4370  -0.643
O: 3.3375 -1.4807 -0.4551  -0.527
C: 4.6269 -3.4296 -0.6720  -0.614
H: -2.3742 0.6981 -2.2813  0.255
C: -2.7802 1.8526 1.7077  -0.227
H: 0.3978 5.2360 0.6640  0.203
H: -6.0773 -2.6897 1.0436  0.173
H: -4.5824 -0.4030 -2.4421  0.224
C: 0.0687 1.1469 -1.1161  0.696
C: -1.6796 1.8797 2.5461  -0.217
C: -6.0046 -3.0965 0.0294  -0.250
H: 2.5280 -4.5569 0.6772  0.214
O: 1.0581 3.9588 -0.7227  -0.531
H: 1.8801 -3.6785 -0.7158  0.215
C: -2.7654 2.5772 0.5274  -0.147
C: 0.6603 4.1720 0.6170  -0.086
O: -0.3318 1.5484 -2.1857  -0.624
C: 2.4519 -0.6114 0.0398  0.912
H: -3.7197 -2.6454 1.0901  0.218
C: -3.4457 -1.9170 0.3432  -0.315
H: -1.5472 -1.5523 1.2476  0.205
C: 2.3060 -3.5708 0.2795  -0.644
C: -1.6528 3.3236 0.1869  -0.224
H: 3.4206 -1.9879 2.2315  0.239
C: -2.6744 -0.0317 -1.5489  -0.220
H: -3.6215 2.5547 -0.1297  0.211
C: 1.4296 1.5415 -0.4942  -0.172
H: -3.6469 1.2640 1.9694  0.217
H: -1.6229 3.8792 -0.7377  0.229
H: 1.5763 -3.0869 0.9226  0.237
H: 5.5182 -2.8127 -0.7483  0.216
H: 1.5014 3.9945 1.3029  0.171
H: -0.0558 -0.0732 0.4965  0.435
C: -3.9047 -0.6449 -1.6388  -0.241

***

b | ORCA calculation (ωB97M-V with the def2-TZVPD basis set) on one molecule with the formula C23H30N2O5.

Summary:
SMILES string: COc1cc(C(=O)NCCC(=O)N[C@@H](C)CCc2ccccc2)cc(OC)c1OC
Frontier orbital gap: 8.752 eV

Last column: natural (NBO) charge in e.
Cartesian coordinates (Å):
H: 0.6463 0.5581 1.4576  0.219
H: -3.3382 -1.5551 -3.1022  0.176
H: -3.1401 -0.2630 -4.3103  0.198
C: -2.9568 -0.5437 -3.2742  -0.255
H: -5.1068 1.3992 3.5686  0.175
C: 0.4405 -2.5304 -0.5734  0.692
H: 3.5985 -1.0129 -0.2184  0.211
H: 7.0783 2.6805 1.9818  0.212
C: 3.0323 -0.1178 0.0519  -0.387
H: 0.9646 1.6878 0.1315  0.204
C: 1.5541 -0.3524 -0.2783  -0.058
H: 1.4094 -1.9225 1.1117  0.400
H: -0.2760 -4.5267 -0.6763  0.226
H: 5.7845 -0.0063 -1.9376  0.198
H: -2.3480 -3.0110 0.2348  0.400
C: 7.7692 1.4431 0.3780  -0.223
H: 8.8100 1.5284 0.6536  0.212
C: -4.1599 1.2607 1.0280  0.285
C: -4.7552 2.3098 3.0719  -0.251
H: -3.2100 0.3205 2.7207  0.236
H: -1.1151 -4.7430 1.5763  0.205
C: 0.6408 0.6809 0.3767  -0.612
C: 6.0674 0.5822 -1.0761  -0.162
O: -3.6538 0.4094 -2.5042  -0.521
H: 3.1412 0.0359 1.1282  0.200
H: 8.1549 0.1838 -1.3090  0.211
C: 0.2025 -3.8944 0.0737  -0.506
C: -4.2955 1.2685 -0.3781  0.216
N: 1.1986 -1.6938 0.1526  -0.610
C: 5.4649 1.9807 0.7665  -0.211
O: -1.0451 -1.2697 2.4993  -0.641
C: -2.7983 -0.6204 -0.4893  -0.330
H: -2.2167 -1.3140 -1.0741  0.242
C: -5.6275 2.2044 -2.1548  -0.238
C: 5.0847 1.2287 -0.3378  -0.031
H: -5.3862 3.1468 3.3667  0.200
C: 7.4008 0.6891 -0.7229  -0.223
H: -0.1593 -3.3644 2.1637  0.229
O: -0.0185 -2.2479 -1.6650  -0.659
C: -3.3446 0.3333 1.6523  -0.279
H: -3.7222 2.5103 3.3736  0.178
C: 6.7972 2.0892 1.1224  -0.204
H: -6.3825 2.9900 -2.1896  0.188
O: -4.8783 2.2191 1.6740  -0.478
C: -1.7605 -1.5775 1.5621  0.678
C: -0.7059 -3.7647 1.3059  -0.222
N: -1.7791 -2.8351 1.0481  -0.617
H: -4.8590 2.4031 -2.9044  0.187
O: -5.1108 2.2531 -0.8448  -0.484
H: -0.3811 0.5554 0.0287  0.222
H: 1.1550 -4.3447 0.3550  0.226
C: -2.6830 -0.6245 0.8943  -0.136
C: -3.5757 0.3328 -1.1378  0.308
C: 3.6331 1.0786 -0.6945  -0.417
H: -1.8812 -0.5266 -3.0782  0.196
H: 3.5262 0.9194 -1.7692  0.211
H: 3.0947 1.9886 -0.4269  0.211
H: -6.0966 1.2408 -2.3680  0.176
H: 4.7093 2.4886 1.3493  0.207
H: 1.4085 -0.3383 -1.3641  0.221

***

Stability summary - winner: a; margin: 1.077 eV.

***

a | ORCA calculation (ωB97M-V with the def2-TZVPD basis set) on an isolated ion of composition C14H22N and charge +1.

Summary:
SMILES string: C[NH2+][C@@H](C)[C@@H]1C=C[C@H](C2=CC=CC2)CC1
Net charge: +1
Frontier orbital gap: 8.110 eV

Last column: natural (NBO) charge in e.
Cartesian coordinates (Å):
C: 0.0330 2.5318 -0.3568  -0.154
C: 1.2510 -0.9404 -3.6144  -0.167
H: -0.0120 0.6399 2.3310  0.215
H: 1.6894 2.7772 -1.5956  0.242
C: -1.1301 -0.1593 0.7064  -0.031
H: -1.0275 2.7300 1.4825  0.233
H: -1.8978 -2.3865 2.7118  0.239
H: 2.5655 -0.5965 -1.9598  0.254
H: -2.6956 0.1099 2.1828  0.219
H: 2.0539 0.1939 1.8410  0.225
H: 1.4664 -0.5544 0.4796  0.186
H: -0.8373 -1.2473 -4.0090  0.228
H: -3.2900 -0.4344 0.8838  0.201
H: 2.8912 0.4668 -3.1570  0.270
C: -2.5456 0.3302 1.1600  -0.636
H: 3.2249 1.0484 -0.2572  0.229
H: -0.5149 -2.0869 0.1574  0.450
C: 1.2508 1.9337 -1.0569  -0.286
H: 2.2147 2.3287 0.8024  0.224
H: -2.8806 1.2975 0.9212  0.264
C: -0.2918 0.3484 -2.5110  -0.265
C: 1.9785 -0.0345 -2.6913  -0.517
C: 1.4768 0.3712 0.9499  -0.408
H: -1.2222 0.7064 -2.1573  0.210
N: -1.1005 -1.7006 0.9138  -0.524
C: 2.2116 1.4749 0.1781  -0.373
H: -1.0394 0.0353 -0.3377  0.256
H: 1.7141 -1.8506 -4.1906  0.237
C: -0.3924 2.0695 0.8086  -0.208
H: -2.0839 -2.0025 0.5710  0.443
C: -0.9181 -2.2336 2.2059  -0.439
C: -0.0651 -0.7501 -3.4298  -0.268
C: 0.0210 0.7343 1.3161  -0.282
C: 0.9245 0.7915 -2.0311  0.031
H: -0.3508 -3.1180 2.2260  0.246
H: -0.4107 3.4014 -0.7588  0.223
H: -0.3699 -1.4337 2.8323  0.235

***

b | ORCA calculation (ωB97M-V with the def2-TZVPD basis set) on an isolated ion of composition C14H22N and charge +1.

Summary:
Net charge: +1
Frontier orbital gap (alpha / beta): 6.806 / 6.806 eV

Last column: natural (NBO) charge in e.
Cartesian coordinates (Å):
H: -1.9800 -0.6769 2.7354  0.252
H: -1.4049 -0.0174 -2.4045  0.235
C: -0.8334 0.8427 -1.9176  -0.428
H: 2.7328 -2.3929 -1.2785  0.213
C: 2.0902 -2.0162 -2.1448  -0.630
H: 2.4711 -0.9598 -2.2507  0.213
C: 1.0532 2.1045 2.8146  -0.111
C: 0.5786 -2.2533 -1.9336  -0.512
C: 1.0556 1.4642 0.5193  0.040
C: -1.4625 2.2262 -1.8492  -0.607
H: 0.4115 -3.3129 -2.0917  0.260
C: 0.2011 -1.7185 -0.6202  0.279
C: 1.0293 -1.9495 0.5963  -0.698
H: -1.8966 -1.7911 -0.9347  0.248
C: 1.6451 2.1299 1.5615  -0.217
H: -0.0581 -1.8596 -2.6386  0.230
C: -2.0885 0.2430 2.2065  -0.672
H: 1.6259 2.5727 3.5967  0.249
H: -2.4988 2.1951 -1.9795  0.227
H: 1.7316 -2.8864 0.3755  0.261
H: 2.6328 -2.6317 -2.9176  0.242
C: -0.7421 0.2170 -0.5380  0.113
H: 0.2039 -2.2311 1.3420  0.230
C: -0.7815 0.9094 1.7668  0.300
H: 2.5283 2.6360 1.1503  0.253
C: -1.2041 -1.2092 -0.3376  -0.503
H: -0.4955 1.5037 3.8828  0.249
H: -1.1702 2.9996 -2.4998  0.236
H: 0.1307 0.8416 -2.2980  0.209
H: -1.5754 -1.5095 0.6157  0.218
N: -0.1954 0.8387 0.5646  -0.307
C: -0.1352 1.4481 2.8865  -0.222
H: 1.6676 1.5286 -0.3062  0.232
H: -2.8157 0.2428 1.4100  0.243
H: -2.6460 0.8050 2.9152  0.255
H: 1.5720 -1.0090 0.7386  0.234
H: -1.3776 2.6762 -0.7372  0.186

***

Stability summary - winner: a; margin: 1.616 eV.

***

a | ORCA calculation (ωB97M-V with the def2-TZVPD basis set) on one molecule with the formula C10H18OSi.

Summary:
SMILES string: C=C(C)[Si](CO)(C(=C)C)C(=C)C
Frontier orbital gap: 9.762 eV

Last column: natural (NBO) charge in e.
Cartesian coordinates (Å):
H: 0.9352 1.6799 1.8390  0.185
C: 1.6718 2.1734 -0.9784  -0.654
H: 2.0858 2.1727 -2.0304  0.216
H: -1.6876 1.8896 -1.4832  0.197
H: -3.8337 -0.7082 -0.2233  0.186
H: 2.3477 1.5670 -0.4963  0.219
C: -2.2002 -0.2116 1.9654  -0.627
H: -0.6286 -3.0407 -0.0236  0.216
C: 0.3031 1.6063 -0.9004  -0.430
H: -0.6083 -2.5614 -1.6450  0.212
H: -3.1684 -0.5139 2.2525  0.209
H: -0.4802 3.2970 -2.1083  0.192
C: -0.0342 -2.7527 -0.8489  -0.625
H: 2.5132 -2.4450 -1.4806  0.185
H: -2.6825 -0.3016 -1.4831  0.188
O: 2.4210 0.3512 1.7934  -0.715
C: -2.8024 -0.3607 -0.4589  -0.374
H: 0.5528 0.4034 2.8276  0.177
H: 1.7034 3.1721 -0.5790  0.222
C: -1.8594 -0.2944 0.4639  -0.396
C: 1.0175 0.6434 1.8730  -0.405
H: -2.0941 0.7472 2.2732  0.214
H: -1.5259 -0.8608 2.4274  0.205
C: -0.6749 2.3159 -1.4472  -0.366
Si: 0.0044 0.0317 0.1287  1.506
C: 2.0857 -1.6437 -0.8242  -0.385
H: 0.6698 -3.4393 -1.2133  0.208
H: 2.3927 -0.5761 1.8535  0.462
H: 2.7912 -0.8174 -0.8800  0.198
C: 0.7851 -1.5230 -0.5935  -0.421

***

b | ORCA calculation (ωB97M-V with the def2-TZVPD basis set) on a 2-piece molecular cluster, C10H18OSi overall.

Summary:
SMILES string: CC[SiH](C1CC1)C1CC1.C=C=O
Frontier orbital gap: 10.111 eV

Last column: natural (NBO) charge in e.
Cartesian coordinates (Å):
H: 0.5027 2.7182 -0.6036  0.216
C: -0.1142 2.1779 -1.3693  -0.434
C: -2.7512 0.6857 2.0274  -0.601
H: 1.5429 -1.2482 -0.7094  0.234
C: 3.0160 0.9032 -2.2553  -0.812
C: -1.7158 -0.4515 1.6892  -0.838
H: 1.9138 0.5236 -2.3174  0.276
H: -2.3596 1.4376 2.5714  0.198
H: 0.6075 1.1861 1.3271  -0.188
H: -1.5974 2.3644 0.3032  0.213
H: -2.1837 -1.1726 1.0843  0.221
C: 0.8649 -1.4401 0.1652  -0.690
H: 3.0885 1.8412 -2.7816  0.275
H: 0.4543 -3.3836 -0.8189  0.209
H: -3.1802 1.2040 1.1927  0.216
H: 2.2642 -2.9648 1.0170  0.224
H: -2.3531 2.1168 -1.4900  0.222
C: 0.2769 -2.8066 -0.0411  -0.386
H: -1.3784 -1.1458 2.5112  0.225
C: 3.8419 0.2031 -1.5304  0.716
C: -0.6704 0.7435 -0.9269  -0.706
H: -0.7409 -0.0043 -1.7867  0.244
H: -0.7496 -2.8677 0.3103  0.195
H: -0.1289 2.5707 -2.3780  0.221
Si: -0.1070 0.0394 0.7133  1.414
C: 1.2346 -2.5962 1.0530  -0.406
H: 0.7696 -2.5536 2.0554  0.206
C: -1.5291 2.0999 -0.7873  -0.418
H: -3.4795 0.2322 2.7684  0.209
O: 4.6611 -0.4127 -0.9935  -0.456

***

Stability summary - winner: a; margin: 0.706 eV.